Computed, not measured: an isolated ion of composition C2H9N6 and charge +1, with ωB97M-V with the def2-TZVPD basis set.

* net charge: +1
* structure (SMILES): NC1=NN(N)N([NH3+])C1
* relative energy (zero: lowest compared OMol25 entry of this formula, charge and spin): 2.733 eV
* HOMO-LUMO gap: 0.3598 Eh
* HOMO level: -13.044 eV

Structure (XYZ):
```
17
C2H9N6 ωB97M-V with the def2-TZVPD basis set
N 0.8072 0.4421 -2.5717
N 0.3361 -1.1629 -0.9194
N 0.8370 -1.9819 1.2961
N -0.1300 0.1234 0.9166
N 0.0174 -1.2105 0.4099
N -1.5145 0.1417 1.1118
C 0.4639 1.0525 -0.0945
C 0.4877 0.0318 -1.3117
H -0.1672 1.9244 -0.2307
H 0.9992 -0.3491 -3.1519
H -1.4545 -1.0121 1.0283
H 1.3743 1.3661 0.3438
H 0.6834 -3.0113 1.2903
H 1.7700 -1.6673 1.2054
H 0.8866 1.3803 -3.0404
H -1.9219 0.8009 0.3948
H -1.7424 0.2444 2.0974
```